Formula: C14H25AgN6O4PS2Se
Source: the OMol25 dataset
Level of theory: ωB97M-V/def2-TZVPD

Summary:
**Charge**: -1
**Calculated total energy**: -132360.261 eV
**HOMO level**: -2.384 eV
**Orbital gap**: 4.763 eV
**Energy above the lowest of the compared OMol25 structures with the same formula, charge and spin**: 88.4 kJ/mol

```
54
Properties=species:S:1:pos:R:3:forces:R:3:mulliken_charge:R:1
Ag -0.036580 0.415067 -0.210550 -1.142 0.392 -0.696 0.782
C 4.124020 0.207867 1.330950 -0.225 0.049 0.062 -1.676
C 2.937420 0.622867 0.511350 -0.437 0.057 1.565 0.516
N 1.794820 0.912067 1.024350 0.709 -0.049 0.371 0.315
O 1.693920 0.787967 2.403850 0.726 -0.026 -0.634 -0.603
C 3.048520 0.742267 -0.922050 -0.162 0.034 -1.537 0.222
C 4.341120 1.168667 -1.560150 -0.262 0.015 -0.027 -1.512
N 2.008820 0.446367 -1.617250 0.340 -0.231 -0.281 0.188
O 2.171420 0.600967 -2.973450 0.414 0.268 0.718 -0.597
H 3.777820 -0.398333 2.167150 0.064 0.009 0.003 0.452
H 4.612620 1.092867 1.741850 0.116 -0.027 0.063 0.324
H 4.837220 -0.355733 0.733850 0.047 0.015 -0.008 0.395
H 0.768920 1.092867 2.528150 0.010 0.103 -0.247 0.398
H 5.039920 1.571567 -0.834450 0.086 -0.001 0.094 0.390
H 4.124520 1.926967 -2.311550 0.053 -0.009 -0.032 0.428
H 4.791720 0.319867 -2.074850 0.097 0.003 -0.066 0.297
C -0.120280 4.107567 1.015850 0.154 0.117 -0.193 -0.961
C -0.985780 3.213467 1.807250 -0.725 0.423 0.393 0.468
N -0.758380 1.966767 1.997450 0.372 -0.164 0.491 0.238
C -1.769280 1.333667 2.659650 -0.661 0.829 0.102 0.207
C -2.787080 2.154667 3.046250 0.336 0.012 -0.064 -0.567
S -2.497080 3.756467 2.512850 0.472 -0.491 -0.236 -0.235
C -1.684680 -0.104233 2.789650 -0.582 -0.776 0.479 -0.361
C -2.468880 -0.907333 3.564650 0.212 -0.164 -0.089 -0.579
S -2.009980 -2.557633 3.398350 0.416 0.572 -0.450 -0.264
C -0.748780 -2.041933 2.269550 -0.627 -0.479 0.613 0.156
N -0.741680 -0.777433 2.061550 0.348 0.088 -0.116 0.433
C 0.186220 -3.019333 1.680350 0.261 -0.170 -0.292 -0.800
H 0.481120 3.480867 0.357150 -0.019 0.065 -0.030 0.016
H 0.528520 4.716167 1.644650 0.065 0.037 0.075 0.296
H -0.748580 4.758667 0.414450 0.064 0.082 -0.153 0.391
H -3.685580 1.904967 3.568450 -0.286 -0.149 0.078 0.423
H -3.261880 -0.627733 4.223950 -0.251 0.174 0.172 0.457
H -0.103480 -4.034933 1.938350 0.078 -0.095 0.045 0.439
H 1.200020 -2.820733 2.031250 0.009 -0.037 0.096 0.217
H 0.182120 -2.904033 0.593750 -0.028 -0.008 -0.005 0.076
Se -2.354780 1.484867 -0.854650 0.066 0.089 -0.142 -1.354
N 0.319420 -0.874733 -4.159550 0.489 -0.185 -0.369 -0.562
C -0.983680 -0.734733 -3.519550 -0.257 -0.345 0.361 -0.432
P -1.166380 -2.203833 -2.398750 -0.725 0.665 0.160 0.630
O -0.817280 -3.439233 -3.141150 -0.006 -0.336 -0.670 -0.867
O -0.503780 -1.973433 -1.062550 -0.044 0.096 0.124 -0.743
C -3.010180 -2.165633 -1.972450 0.600 -0.612 -0.559 -0.697
N -3.095080 -1.440733 -0.711450 0.069 -0.738 0.572 0.271
H 0.563720 -1.864933 -4.122850 0.149 0.106 -0.372 0.242
H 1.401220 0.098367 -3.388950 -0.024 -0.198 0.042 0.505
H 0.299820 -0.581133 -5.131350 -0.026 -0.142 0.123 0.222
H -1.812580 -0.755333 -4.236750 0.025 -0.063 0.044 0.423
H -1.032580 0.202367 -2.963950 -0.265 -0.048 0.180 0.072
H -3.325980 -3.207433 -1.863250 0.028 0.109 0.022 0.313
H -3.613480 -1.687633 -2.743650 0.029 0.096 0.057 0.390
H -3.053380 -0.358133 -0.875550 0.142 1.064 0.021 -0.045
H -2.170180 -1.587233 -0.251350 -0.432 0.017 0.165 -0.128
H -3.887680 -1.663533 -0.114850 0.136 -0.043 -0.023 0.389
```
Forces are in eV/Å.